Entry 1:
The following is a quantum chemistry calculation of a molecular structure, C23H24B3Cl52O5P, from the OMol25 dataset.

**Kohn-Sham gap**: 8.5 eV
**E**: -696964.827 eV

ORCA input file:
```
! RIJCOSX wB97M-V def2-TZVPD def2/J DEFGRID3
* xyz 0 1
C 6.3135 -2.1258 2.7352
C 6.3388 -0.8263 1.8861
C 5.8031 -0.9522 0.4328
C 4.4114 -1.6435 0.2547
C 4.4854 -3.2229 0.3204
B 3.2560 -1.0644 1.2072
O 2.0403 -0.6811 0.5437
B 1.3399 0.3044 1.2606
C -0.2127 0.6539 1.1097
C -1.0393 -0.4233 0.3181
C -1.7549 -1.4432 1.2564
C -3.1579 -0.9817 1.7449
C -1.9602 -2.7887 0.4706
O 2.0704 1.0314 2.2609
B 2.4859 0.0014 3.1543
P 1.8137 -0.0320 4.9834
O 0.9635 1.4428 5.0977
O 0.5446 -1.1870 4.8662
O 3.3551 -0.9612 2.6145
H 6.9211 -2.9509 2.3127
H 5.2909 -2.5202 2.8996
H 6.7227 -1.9057 3.7416
H 5.8586 0.0032 2.4443
H 7.4074 -0.5228 1.8033
H 6.5231 -1.4444 -0.2546
H 5.6973 0.0867 0.0418
H 4.1038 -1.4388 -0.7927
H 4.2996 -3.6075 1.3357
H 3.8202 -3.6782 -0.4372
H 5.5259 -3.5296 0.0711
H -0.4098 1.6537 0.6817
H -0.6194 0.6478 2.1510
H -0.4182 -0.9636 -0.4235
H -1.8346 0.1247 -0.2357
H -1.1137 -1.6072 2.1499
H -3.4824 -1.7155 2.5141
H -3.1573 0.0174 2.2279
H -3.9333 -1.0245 0.9524
H -2.8489 -3.2771 0.9177
H -2.2102 -2.5836 -0.5906
H -1.0780 -3.4551 0.5423
H 0.0298 1.2325 5.0084
H 0.5501 -1.5284 3.9664
C 2.3250 7.0630 -0.4480
Cl 3.4888 6.0590 -1.3334
Cl 2.8306 8.7610 -0.5228
Cl 0.7194 6.8978 -1.1793
Cl 2.2512 6.5493 1.2397
C -3.3165 6.1406 -0.4948
Cl -3.6887 4.4346 -0.1780
Cl -2.2786 6.2640 -1.9289
Cl -4.8182 7.0343 -0.7757
Cl -2.4717 6.8279 0.9015
C -3.0456 -1.6206 6.3486
Cl -2.2110 -0.3029 5.5074
Cl -1.9783 -2.2924 7.5914
Cl -4.5212 -0.9987 7.1078
Cl -3.4684 -2.8895 5.1863
C -5.0262 -1.1117 -2.2271
Cl -3.5637 -2.1070 -2.3465
Cl -6.1265 -1.8375 -1.0413
Cl -4.5915 0.5334 -1.7126
Cl -5.8242 -1.0738 -3.8146
C -1.0509 -3.1065 -5.6499
Cl -0.8153 -3.7075 -3.9974
Cl -2.0122 -1.6180 -5.6165
Cl 0.5233 -2.7852 -6.4082
Cl -1.9205 -4.3296 -6.5922
C -3.8990 11.1255 -2.4373
Cl -2.6330 12.1180 -3.1834
Cl -4.3265 11.8067 -0.8601
Cl -5.3284 11.1046 -3.4849
Cl -3.3022 9.4729 -2.2157
C 1.9122 -6.9566 -4.4370
Cl 1.3003 -5.5260 -5.2853
Cl 3.1218 -7.7679 -5.4494
Cl 2.6515 -6.4716 -2.9044
Cl 0.5734 -8.0691 -4.1073
C 2.0916 -4.9260 3.5241
Cl 0.9237 -5.9751 4.3438
Cl 2.8436 -3.8434 4.7053
Cl 3.3349 -5.9234 2.7511
Cl 1.2539 -3.9582 2.2917
C -3.2050 2.7454 -5.0763
Cl -1.6031 2.8408 -5.8284
Cl -4.3673 3.6643 -6.0469
Cl -3.7569 1.0559 -5.0312
Cl -3.1392 3.4746 -3.4600
C 4.9656 -1.3725 -4.0646
Cl 6.4732 -0.8910 -3.2680
Cl 4.2239 -2.7080 -3.1684
Cl 3.8497 0.0034 -4.0986
Cl 5.3126 -1.8948 -5.7220
C -1.1768 12.8015 2.0027
Cl 0.2590 13.7981 2.2965
Cl -1.4713 12.6825 0.2606
Cl -0.9171 11.1801 2.6686
Cl -2.5820 13.5442 2.7874
C -8.0975 0.6292 1.4602
Cl -8.7173 -1.0325 1.4392
Cl -6.9558 0.8473 0.1242
Cl -9.4468 1.7647 1.2829
Cl -7.2686 0.9303 2.9974
C 1.7915 -11.6342 -2.3936
Cl 2.6307 -10.3593 -3.2911
Cl 2.8641 -12.2833 -1.1411
Cl 0.3377 -10.9608 -1.6348
Cl 1.3286 -12.9329 -3.5065
*
```

Here are the Löwdin charges for atoms 1 to 5, given in e: -0.104 -0.234 -0.187 -0.229 -0.078

Entry 2:
The following is a quantum chemistry calculation of C4H8N2 in the gas phase, from the OMol25 dataset.

**Energy relative to the best compared isomer or geometry (same formula, charge and spin)**: 348.2 kJ/mol
**Kohn-Sham gap (alpha / beta)**: 7.7 / 7.7 eV
**E**: -7254.267 eV
**SMILES**: [H]/N=C\C(C)=C/N

ORCA input file:
```
! RIJCOSX wB97M-V def2-TZVPD def2/J DEFGRID3
* xyz 0 1
C 0.7279 -1.0868 -1.1894
C 0.2108 -0.1071 -0.1861
N -1.9203 1.1219 -0.0010
C -1.1559 0.0106 0.2338
C 0.9188 0.5262 0.8228
N 2.0591 0.6320 1.3629
H -2.8381 1.1618 0.4173
H -1.4258 2.0033 0.0005
H 2.7040 -0.1232 1.1354
H -1.7739 -0.8904 0.2755
H -0.0902 0.8063 1.4930
H 0.6086 -2.1136 -0.8271
H 0.1892 -1.0157 -2.1373
H 1.7859 -0.9254 -1.4004
*
```

Here are the Löwdin charges for atoms 1 to 5, given in e: -0.060 -0.305 0.095 -0.146 -0.361

Entry 3:
The following is a quantum chemistry calculation of C25H35N5O3 in the gas phase, from the OMol25 dataset.

**Energy relative to the best compared isomer or geometry (same formula, charge and spin)**: 2407.0 kJ/mol
**Kohn-Sham gap**: 7.7 eV
**E**: -40065.109 eV
**SMILES**: CCOCCN1CCN(c2c(CC)c(C)nc3cc(-c4cc(OC)cc(OC)c4)nn23)CC1

ORCA input file:
```
! RIJCOSX wB97M-V def2-TZVPD def2/J DEFGRID3
* xyz 0 1
C 1.8348 7.0025 -0.2651
C 2.2114 5.8123 -1.2837
O 2.4593 4.7044 -0.6140
C 1.3006 3.6510 -0.5751
C 0.1045 3.9298 0.2177
N -1.0105 3.0349 0.6443
C -0.6131 1.7904 1.4448
C -1.7794 1.1560 1.6098
N -2.7539 0.9011 0.5681
C -2.8018 -0.4194 0.0925
C -4.1360 -0.6994 -0.2347
C -4.2333 -2.0987 -0.9292
N -3.0435 -3.1234 -1.1148
C -1.8675 -2.3704 -0.5857
C -0.6160 -2.9976 -0.8015
C 0.1551 -1.9998 -0.0577
N -0.4458 -1.0470 0.2126
N -1.7893 -1.2290 -0.0091
C 1.7809 -1.8703 -0.1208
C 2.3403 -0.7327 0.1060
C 3.7130 -0.7744 0.0038
C 4.3299 -1.8749 0.3127
C 3.7437 -3.0648 0.1716
C 2.3062 -3.1380 0.1803
H 1.8122 -3.9403 -0.2585
O 4.6159 -4.2726 0.1796
C 3.9177 -5.7390 0.1508
H 3.3998 -5.5441 -0.8168
H 4.6319 -6.3213 0.3351
H 3.2560 -5.7272 1.0674
H 5.5321 -1.9095 0.1889
O 4.3072 0.4362 -0.0020
C 5.7703 0.5841 0.2366
H 6.2048 -0.0613 -0.6621
H 6.0761 0.0254 1.1459
H 6.0124 1.8106 0.2535
H 1.8702 0.1634 -0.2390
H -0.3340 -3.9271 -0.7741
C -5.4388 -2.7686 -1.2498
H -6.2306 -2.7749 -0.3385
H -5.8104 -2.2890 -1.8833
H -5.3493 -3.7292 -1.4233
C -5.4492 -0.2257 0.1418
H -6.1972 -0.6067 -0.5488
H -5.3333 0.9570 -0.0163
C -5.6003 -0.6105 1.5309
H -6.6120 -0.1712 1.8475
H -5.7474 -1.7680 1.6894
H -4.9620 -0.1265 2.1367
C -3.1424 2.1285 -0.0566
C -1.7002 2.8060 -0.6239
H -1.9661 3.7038 -1.1825
H -0.9887 2.1361 -1.3468
H -3.5446 1.7102 -0.8775
H -3.4530 2.6906 0.6466
H -1.4059 0.2877 2.3886
H -2.3180 1.6681 2.4136
H -0.0149 2.2043 2.2069
H 0.1054 1.3569 0.6562
H -0.2632 4.9784 0.2403
H 0.5595 4.3060 1.2576
H 1.7543 2.7605 -0.0745
H 0.9173 3.5008 -1.6305
H 1.0813 5.6655 -1.8865
H 2.9941 5.9175 -1.8136
H 0.8938 6.7969 0.2318
H 2.6018 6.9919 0.4237
H 1.7816 8.0410 -0.8066
*
```

Here are the Löwdin charges for atoms 1 to 5, given in e: -0.052 -0.322 -0.140 -0.135 -0.269

Entry 4:
The following is a quantum chemistry calculation of 12 unconnected molecules or ions with the total composition C60H57Cl6N9O18, from the OMol25 dataset.

**Energy relative to the best compared isomer or geometry (same formula, charge and spin)**: 270.5 kJ/mol
**Kohn-Sham gap**: 8.9 eV
**E**: -188515.888 eV
**SMILES**: O=[N+]([O-])c1ccccc1.O=[N+]([O-])c1ccccc1.O=[N+]([O-])c1ccccc1.O=[N+]([O-])c1ccccc1.O=[N+]([O-])c1ccccc1.O=[N+]([O-])c1ccccc1.O=[N+]([O-])c1ccccc1.O=[N+]([O-])c1ccccc1.O=[N+]([O-])c1ccccc1.ClCCCl.ClCCCl.ClCCCl

ORCA input file:
```
! RIJCOSX wB97M-V def2-TZVPD def2/J DEFGRID3
* xyz 0 1
Cl -3.0389 -4.8762 4.6593
C -2.4818 -4.3912 6.2820
C -2.2150 -2.8320 6.1752
Cl -2.3199 -2.0844 7.7678
H -1.5353 -4.8905 6.4892
H -3.2477 -4.6793 7.0022
H -3.0135 -2.4444 5.5427
H -1.2427 -2.6207 5.7300
Cl 0.5589 -9.9324 -6.2412
C 0.4973 -9.7361 -4.4381
C 1.9006 -9.7709 -3.7612
Cl 2.6869 -11.3544 -4.0215
H -0.2520 -10.4002 -4.0072
H -0.0359 -8.8053 -4.2442
H 1.8206 -9.5017 -2.7080
H 2.6082 -9.1348 -4.2930
Cl -4.7354 -4.6491 -6.4255
C -5.0164 -4.7542 -8.1796
C -4.3893 -6.0941 -8.5820
Cl -4.5725 -6.3416 -10.3015
H -4.4812 -3.9848 -8.7361
H -6.0729 -4.8297 -8.4368
H -4.9271 -6.9145 -8.1069
H -3.3118 -6.0198 -8.4351
C -10.8823 -8.4687 2.4637
C -10.5666 -7.8866 1.2487
C -10.1875 -6.5783 1.1744
C -9.9552 -5.9122 2.4393
C -10.4918 -6.4752 3.6209
C -10.9416 -7.7968 3.6509
N -9.3002 -4.6172 2.5605
O -8.7048 -4.2072 1.5821
O -9.4108 -3.9145 3.4925
H -11.2287 -9.4841 2.3392
H -10.8802 -8.3816 0.3415
H -9.9839 -6.1553 0.2017
H -10.3845 -5.9263 4.5448
H -11.3179 -8.1444 4.6017
C 1.9810 9.5412 11.8688
C 2.5310 8.2717 12.1153
C 2.6334 7.3416 11.0724
C 1.9050 7.5437 9.8987
C 1.3081 8.8376 9.7246
C 1.3404 9.8180 10.6485
N 1.7738 6.4219 8.9690
O 1.0928 6.6595 7.9177
O 2.2265 5.3136 9.3134
H 2.0007 10.2813 12.6551
H 3.0270 8.0977 13.0588
H 3.2195 6.4582 11.2783
H 0.7951 9.0468 8.7975
H 0.8085 10.7357 10.4453
C 0.5958 8.4360 -5.7648
C 0.0887 9.1301 -4.7045
C -1.0117 8.6228 -3.9967
C -1.4736 7.3146 -4.2032
C -0.9718 6.5962 -5.2917
C 0.0687 7.2066 -6.0901
N -2.5818 6.8222 -3.3982
O -3.2357 7.6315 -2.7245
O -2.9890 5.6355 -3.5386
H 1.2696 8.9324 -6.4476
H 0.3047 10.1733 -4.5272
H -1.4058 9.2815 -3.2370
H -1.3563 5.6021 -5.4655
H 0.5108 6.6859 -6.9266
C 2.4650 0.9045 -6.4784
C 1.3806 0.2477 -7.0215
C 1.2961 0.0789 -8.4093
C 2.2979 0.4520 -9.2574
C 3.4153 1.1011 -8.6911
C 3.4796 1.3187 -7.2889
N 2.1596 0.1377 -10.7016
O 1.0334 0.0912 -11.1726
O 3.1339 -0.0057 -11.4135
H 2.5308 1.0025 -5.4048
H 0.5747 -0.1061 -6.3955
H 0.5267 -0.5408 -8.8456
H 4.1983 1.3516 -9.3916
H 4.2948 1.8512 -6.8215
C 3.8608 6.6258 -0.0013
C 3.4049 7.1691 1.2341
C 4.1753 8.0844 2.0233
C 5.4444 8.3779 1.5967
C 5.9169 7.7739 0.4092
C 5.1570 6.8578 -0.3786
N 6.3070 9.3304 2.3524
O 5.8275 9.9589 3.2223
O 7.4582 9.4915 1.9357
H 3.3094 5.9370 -0.6241
H 2.3860 6.9498 1.5173
H 3.6935 8.5409 2.8753
H 6.9240 7.9551 0.0637
H 5.6369 6.4783 -1.2685
C 12.3270 -3.5151 -2.5053
C 11.3849 -3.8635 -1.4937
C 10.4110 -2.9627 -1.1828
C 10.3219 -1.6744 -1.8019
C 11.2625 -1.3868 -2.7840
C 12.2023 -2.3262 -3.2381
N 9.2968 -0.7188 -1.4319
O 8.5585 -0.9505 -0.4991
O 9.3144 0.3815 -2.0507
H 13.0830 -4.2309 -2.7927
H 11.4458 -4.8471 -1.0518
H 9.6537 -3.1485 -0.4355
H 11.1891 -0.5160 -3.4186
H 12.8502 -2.1362 -4.0810
C 9.6997 -6.8432 4.2009
C 8.9986 -7.7736 3.4247
C 7.6539 -7.5623 3.2040
C 6.9970 -6.4256 3.7006
C 7.7350 -5.3738 4.2733
C 9.1044 -5.5890 4.5686
N 5.4795 -6.2758 3.5323
O 4.9567 -7.2080 2.9214
O 4.8918 -5.3154 3.9765
H 10.7493 -7.0430 4.3588
H 9.3350 -8.6906 2.9639
H 7.1567 -8.3690 2.6859
H 7.2488 -4.4813 4.6387
H 9.6755 -4.8629 5.1280
C -1.3905 1.0208 1.5041
C -0.0178 0.8630 1.6703
C 0.6564 -0.1610 1.0593
C -0.0260 -1.0328 0.2087
C -1.4310 -0.8588 -0.0165
C -2.0785 0.2116 0.5747
N 0.6745 -2.0230 -0.6460
O 1.8770 -2.0544 -0.5364
O 0.0080 -2.8226 -1.3059
H -1.9566 1.6591 2.1662
H 0.5308 1.4033 2.4276
H 1.6944 -0.3300 1.3051
H -1.9976 -1.5095 -0.6662
H -3.1324 0.3142 0.3623
C -11.4282 3.5530 0.1886
C -11.3427 2.3761 0.9345
C -12.4820 1.5048 1.0142
C -13.6984 1.8893 0.3561
C -13.7557 3.1668 -0.3202
C -12.6411 3.9582 -0.3584
N -14.9328 1.0403 0.4995
O -14.8970 -0.0204 1.1036
O -15.9872 1.4000 -0.0309
H -10.5311 4.1531 0.1503
H -10.4311 2.1315 1.4596
H -12.5337 0.5470 1.5105
H -14.6920 3.5323 -0.7153
H -12.7328 4.9328 -0.8147
*
```

Here are the Löwdin charges for atoms 1 to 5, given in e: 0.538 -0.634 -0.686 0.545 0.065